# 1
26 unconnected molecules or ions with the total composition C27H84BrClF8N2O35S in a non-equilibrium geometry. Source: OMol25; level of theory: the ωB97M-V functional and the def2-TZVPD basis.

```
159
Properties=species:S:1:pos:R:3:forces:R:3:lowdin_charge:R:1
C -7.451065 1.593904 1.701276 -0.15 -0.06 0.78 -0.01
C -7.166998 0.067760 1.134144 -6.28 -1.76 -2.32 -0.24
O -8.252471 -0.628417 0.706494 7.66 3.95 2.72 -0.02
O -5.817425 -0.521054 1.033419 -0.75 1.31 -2.95 -0.06
C -5.279070 -0.229892 -0.338370 -4.88 3.94 -1.95 -0.20
O -6.023725 0.636635 -1.044138 5.29 -5.69 4.02 0.01
C -3.993988 -1.081196 -0.822080 -1.03 -0.90 -0.02 -0.03
C -2.560634 -0.294234 -1.013494 -0.19 -0.79 0.11 -0.18
C -1.624702 -1.510276 -1.693787 0.04 -0.81 -0.81 -0.08
C -0.600856 -1.053438 -2.871231 5.93 3.75 0.46 -0.55
O 0.521147 -0.340573 -2.757487 -7.61 -4.96 -0.33 -0.08
Br -1.009919 -1.679572 -4.771284 0.24 0.31 1.95 0.67
C -2.702280 0.948227 -2.063911 0.60 -0.63 -2.76 -0.26
C -3.481275 0.542385 -3.488118 -0.16 1.17 0.55 -0.10
C -2.759560 1.403269 -4.706779 -1.44 -2.18 -3.81 -0.16
N -2.998393 1.056811 -6.042679 0.85 1.42 6.11 0.03
O -3.470611 2.118951 -1.589250 2.68 -0.40 2.38 -0.23
S -2.460686 2.892578 -0.477714 -0.54 9.09 -0.15 0.84
O -3.310191 4.080744 0.126181 2.23 -5.20 -2.11 -0.38
O -1.178579 3.541502 -1.026535 -3.98 -3.97 1.26 -0.28
C -2.232396 1.677891 0.926767 0.86 -0.57 1.52 -0.61
Cl -3.763526 1.820696 1.946837 0.25 -0.66 -1.22 0.82
N -1.138354 2.317724 1.810259 -4.48 1.43 4.73 0.10
C -1.745837 2.878097 2.940861 0.94 6.57 -0.68 -0.09
O -2.062170 3.917481 3.764094 2.59 -8.93 -6.13 0.00
C -1.825648 0.127965 0.437779 -0.30 0.34 -0.32 -0.29
C -2.218807 -0.824922 1.685021 -0.18 -0.66 1.59 -0.09
C -1.735325 -2.379152 1.690726 -0.16 -0.65 0.17 -0.16
O -1.604038 -2.797277 3.124626 0.16 -1.81 -1.70 -0.18
C -1.477873 -4.263627 3.227579 -0.67 0.61 1.22 -0.07
C 0.045411 -4.815962 2.933389 1.13 0.20 1.89 -0.12
F 1.040505 -3.703276 2.701533 -2.99 -3.51 0.17 0.00
F 0.533634 -5.496611 4.190554 -1.27 2.01 -3.90 -0.01
C 0.118397 -5.980846 1.756655 -1.47 -2.39 0.85 -0.09
F -0.928858 -5.796551 0.689227 3.79 -0.29 3.31 0.02
F -0.264497 -7.267535 2.449968 1.12 4.06 -2.30 0.02
C 1.626212 -6.225330 1.156740 1.53 -2.01 -1.25 -0.10
F 1.695158 -7.592847 0.527205 -0.27 4.33 2.21 0.02
F 2.695627 -6.168679 2.220215 -3.67 -0.17 -3.23 0.02
C 2.090019 -5.165326 -0.005914 1.18 0.06 -1.97 -0.03
F 3.440469 -5.635507 -0.488405 -3.55 1.07 1.35 -0.05
F 1.215602 -5.183835 -1.226580 2.65 -0.06 4.28 -0.01
O -0.435059 0.261151 0.057784 -2.10 -0.63 1.17 -0.16
C 0.602728 -0.165664 0.931836 3.58 -0.09 0.59 -0.16
C 1.902944 0.870305 0.722177 0.42 0.12 -0.25 -0.26
C 1.607445 2.082470 -0.335334 1.36 0.39 0.44 -0.08
C 2.323648 1.459778 2.189590 -0.36 -0.15 -0.05 -0.16
C 3.357272 2.720133 2.195080 0.95 0.05 1.87 -0.33
C 4.963262 2.289507 2.096406 -0.67 1.43 0.46 -0.11
C 3.212459 3.423424 3.706912 -0.90 -0.01 -0.82 -0.12
H -7.498455 2.399796 0.822647 0.47 -2.05 1.65 0.10
H -6.688970 1.928383 2.546511 -1.38 -0.81 -2.04 0.08
H -8.523412 1.613065 2.221403 2.37 -0.46 -1.32 0.11
H -3.921472 -2.040412 -0.115431 0.06 2.37 -1.36 0.14
H -4.304668 -1.554233 -1.875129 0.52 1.42 2.28 0.15
H -0.969608 -2.081610 -0.911413 -1.14 1.44 -1.31 0.12
H -2.314802 -2.358380 -2.179537 1.44 2.13 1.00 0.13
H -1.666673 1.418355 -2.425617 -1.70 -1.50 1.15 0.14
H -4.614257 0.897989 -3.367596 2.46 -0.67 -0.23 0.14
H -3.519053 -0.611263 -3.676272 0.41 2.25 0.14 0.09
H -2.004483 2.280878 -4.418115 -1.77 -2.05 -0.80 0.12
H -3.653860 0.235138 -6.079802 0.68 0.87 0.33 0.03
H -3.392599 -0.918917 1.887538 2.60 0.69 -0.77 0.12
H -1.780174 -0.324905 2.676179 -0.82 -1.13 -2.20 0.15
H -2.584834 -3.083732 1.252553 1.80 1.49 0.52 0.13
H -0.707396 -2.607213 1.186116 -1.91 0.66 0.69 0.11
H -2.316741 -4.794633 2.593188 2.05 0.86 0.89 0.15
H -1.709333 -4.536397 4.360948 0.79 0.65 -2.45 0.17
H 2.279544 -4.062701 0.401515 -0.76 -2.45 -1.06 0.20
H 1.022215 -1.230780 0.596158 -1.21 1.90 0.68 0.13
H 0.421547 -0.168917 2.084936 -0.33 -0.04 -2.20 0.13
H 2.832117 0.249934 0.306634 -2.10 1.18 0.94 0.13
H 1.149585 1.764689 -1.361173 0.54 0.55 2.17 0.06
H 1.015998 2.918655 0.237345 0.84 -1.66 -1.43 0.08
H 2.670394 2.565895 -0.591433 -2.55 -1.08 0.73 0.07
H 1.335491 1.816203 2.755906 1.95 -0.75 -1.31 0.10
H 2.757857 0.547122 2.813801 -0.76 2.09 -1.16 0.11
H 3.127222 3.581484 1.439421 0.22 -1.94 1.16 0.13
H 5.557156 3.266028 2.441858 -1.22 -2.27 -0.92 0.08
H 5.173588 1.470022 2.906296 -0.34 1.41 -1.80 0.08
H 5.307361 2.015701 1.012428 -0.70 0.36 2.26 0.06
H 3.670760 2.765162 4.559014 -0.78 1.33 -1.74 0.09
H 2.048910 3.540498 3.926442 2.35 -0.22 -0.29 0.06
H 3.654845 4.509075 3.689671 -0.65 -2.34 0.12 0.07
O 5.160826 -0.595078 0.859328 -0.08 -0.62 -0.35 -0.06
H 5.541223 -0.603221 -0.031919 -0.03 0.15 0.35 0.06
H 5.400275 -1.460407 1.223826 0.31 0.17 -0.31 0.01
O 3.112125 -7.361975 -2.852065 -0.26 -0.12 0.28 -0.05
H 2.432673 -8.038709 -2.712548 0.23 0.20 -0.13 0.05
H 3.255709 -6.989107 -1.969261 -0.01 -0.08 -0.36 0.00
O 4.346817 -0.905734 3.682124 0.28 -0.51 -0.15 -0.06
H 4.727214 -0.913877 2.790879 -0.21 0.46 0.44 -0.01
H 4.586267 -1.771063 4.046624 -0.24 0.13 -0.02 0.01
O -6.658276 3.641243 -0.971757 0.38 0.18 0.11 -0.07
H -6.642111 4.519474 -1.381069 -0.21 -0.13 0.12 0.03
H -5.758940 3.525857 -0.629896 -0.10 -0.01 -0.09 0.01
O 0.143546 2.579313 -3.748115 0.02 0.12 -0.09 -0.08
H 0.004555 3.528751 -3.612706 0.04 -0.25 -0.05 0.03
H 0.548788 2.525135 -4.626656 -0.17 0.06 0.25 0.05
O 2.157398 6.379857 4.244368 -0.33 0.45 0.23 -0.06
H 1.239593 6.085256 4.144707 0.36 0.01 -0.03 0.04
H 2.077828 7.312294 4.495802 -0.01 -0.25 -0.12 0.05
O -0.363312 4.759061 -5.677792 0.01 0.43 -0.31 -0.05
H 0.121900 5.597664 -5.697860 -0.14 -0.28 0.04 0.05
H -0.964446 4.818383 -6.435491 0.14 -0.13 0.27 0.05
O -8.423523 5.223571 -2.599512 -0.15 -0.20 0.18 -0.07
H -8.142118 4.372314 -2.967288 -0.09 0.09 -0.05 0.02
H -9.127259 4.988063 -1.976390 0.25 0.12 -0.20 0.06
O 6.466727 -4.866789 -0.649131 -0.07 -0.01 0.55 -0.05
H 5.546882 -5.043214 -0.400445 0.20 0.01 -0.17 0.02
H 6.982419 -5.431395 -0.053922 -0.13 0.05 -0.28 0.06
O 3.941478 -3.963051 4.117182 0.12 -0.49 -0.10 -0.05
H 3.532692 -4.456704 3.390348 0.05 0.23 0.32 0.00
H 4.265290 -4.652999 4.715601 -0.11 0.27 -0.14 0.05
O 7.912208 2.912264 2.195634 0.08 0.09 0.13 -0.08
H 8.396977 2.858152 1.358282 -0.06 -0.03 0.56 0.02
H 8.595865 2.784774 2.870428 -0.29 0.05 -0.45 0.03
O 7.499708 -2.521743 1.162829 0.12 -0.29 -0.07 -0.05
H 7.054595 -3.111164 0.535499 0.11 -0.10 -0.11 0.01
H 8.177927 -3.081896 1.569325 -0.22 0.28 -0.03 0.06
O 3.893179 4.678376 6.334855 0.19 0.51 0.52 -0.07
H 3.664188 5.520045 5.912665 -0.11 -0.32 -0.13 0.01
H 4.334713 4.941226 7.156406 -0.14 -0.15 -0.26 0.04
O 3.629641 -0.778665 -3.863015 -0.02 -0.32 0.41 -0.06
H 2.709795 -0.955091 -3.614328 0.11 0.22 -0.10 0.01
H 4.145333 -1.343271 -3.267807 -0.15 0.20 -0.29 0.03
O -10.219260 -0.197762 -1.722469 0.36 -0.08 -0.11 -0.07
H -9.734491 -0.251874 -2.559821 -0.20 0.03 0.20 0.03
H -9.535602 -0.325253 -1.047676 -0.25 0.18 0.06 -0.01
O -0.185741 3.519953 5.970215 -0.11 0.36 -0.15 -0.06
H 0.299471 4.358555 5.950147 0.09 -0.33 0.06 0.02
H -0.786876 3.579275 5.212516 0.14 0.00 0.30 -0.03
O 10.386683 2.436777 1.341048 0.97 -0.11 -0.25 -0.06
H 10.871452 2.382665 0.503697 -0.19 -0.06 0.22 0.06
H 11.070342 2.309287 2.015843 -0.26 0.04 -0.21 0.06
O 3.040761 -5.580956 -5.661313 0.09 -0.19 0.20 -0.06
H 3.933449 -5.938171 -5.782119 -0.37 0.13 -0.01 0.05
H 2.754851 -5.948188 -4.811382 0.17 -0.01 -0.06 0.02
O -8.239529 -2.079465 -2.963461 0.00 -0.23 0.17 -0.06
H -8.918980 -2.756198 -2.823944 0.14 0.28 0.00 0.06
H -8.095945 -1.706596 -2.080658 0.02 -0.13 -0.21 0.02
O 0.076241 -5.243853 -6.900692 0.18 0.36 -0.03 -0.08
H 0.092407 -4.365622 -7.310005 -0.01 -0.36 0.14 0.03
H 0.975578 -5.359239 -6.558832 -0.02 -0.01 -0.11 0.00
O 4.554253 3.135548 -1.267258 0.44 -0.03 -0.56 -0.07
H 4.432206 2.336975 -1.802489 -0.03 0.21 0.13 0.04
H 5.128747 3.695758 -1.810498 -0.17 -0.14 0.23 0.05
O -7.645107 -3.116251 -6.133365 -0.20 -0.20 0.37 -0.07
H -8.324559 -3.792985 -5.993848 0.26 0.26 -0.11 0.04
H -7.501522 -2.743382 -5.250562 -0.08 0.00 -0.17 0.01
O -1.285316 6.247484 7.196476 0.03 -0.30 -0.11 -0.07
H -1.694102 5.753831 6.469642 0.10 0.11 0.32 0.02
H -0.961504 5.557536 7.794895 -0.13 0.16 -0.24 0.04
O -7.945713 4.182996 -5.178829 0.18 0.36 -0.43 -0.07
H -8.084703 5.132435 -5.043420 -0.06 -0.26 0.10 0.04
H -7.540470 4.128818 -6.057370 -0.12 -0.11 0.34 0.05
O 9.569340 -0.769673 -0.917596 -0.08 -0.43 0.00 -0.07
H 9.850744 -1.620930 -1.285373 -0.10 0.35 0.10 0.03
H 8.865604 -1.005180 -0.294476 0.13 0.06 -0.02 0.01
```
Forces are in eV/Å.

Computed properties:
Net charge: 0



# 2
C8H4Br2N2O2 in the gas phase in a non-equilibrium geometry. Source: OMol25; level of theory: the ωB97M-V functional and the def2-TZVPD basis.

```
18
Properties=species:S:1:pos:R:3:forces:R:3:lowdin_charge:R:1
N 3.259617 1.695790 2.602343 1.31 1.08 1.22 0.22
C 2.514084 1.164681 1.939653 -0.77 -0.97 -1.35 -0.20
C 1.580998 0.384098 1.146708 -0.28 0.80 -1.02 -0.27
C 0.591789 1.323455 0.407674 0.26 2.05 -0.32 -0.40
O 0.956463 2.418317 0.013415 -0.30 -1.85 0.50 0.12
C -0.813376 0.851656 0.191421 -1.13 0.62 2.29 -0.47
Br -1.873133 1.909111 1.653472 0.72 -0.81 -0.83 0.68
C -1.064761 -0.616654 0.266215 -3.44 -1.20 1.41 -0.14
C -0.323166 -1.520222 1.238991 1.69 -0.16 0.32 -0.31
O -0.527108 -2.686093 1.456499 0.11 2.07 -0.37 0.11
C 1.004560 -0.715378 1.958042 -2.18 -2.08 0.95 -0.65
Br 2.373514 -2.086030 2.446083 -0.76 0.85 -0.30 0.82
C 0.372710 -0.183907 3.169551 -1.01 -0.21 1.95 -0.28
N -0.252151 0.096514 4.112617 1.24 -0.34 -1.66 0.21
H 2.044727 -0.095074 0.302517 0.89 -0.14 -0.43 0.16
H -1.321961 1.278641 -0.638807 0.21 0.33 -0.87 0.09
H -0.881214 -0.957130 -0.699035 0.93 -1.08 -1.92 0.11
H -2.232859 -0.924939 0.290993 2.53 1.04 0.41 0.20
```
Forces are in eV/Å.

Computed properties:
Net charge: 0
SMILES string: N#C[C@@H]1C(=O)[C@H](Br)CC(=O)[C@]1(Br)C#N
Relative energy (zero: lowest compared OMol25 entry of this formula, charge and spin): 0.0 kJ/mol



What E_tot values result from the calculations? In sequence: -219122.381, -155518.344 eV.
What orbital gap values result from the calculations? In sequence: 7.56, 9.65 eV.